No. 1
30
Properties=species:S:1:pos:R:3:forces:R:3 method="wB97M-V/def2-TZVPD" orbital_gap_ev=10.35 largest_force_ev_per_a=1.5 total_charge=+1 mol_weight_g_mol=223.28
C 1.7674 -2.0218 0.8276 -0.2 0.6 0.0
C 2.8855 -1.0067 0.5655 -0.7 -0.4 -0.6
C 2.5640 -0.0547 -0.6054 -0.1 0.1 0.8
C 2.0312 1.2946 -0.1415 0.0 -0.7 -0.4
N 0.8154 1.1714 0.7565 0.1 0.6 -0.8
P -0.5735 0.9326 -0.1120 -0.1 0.3 -0.1
N -1.5060 2.3117 -0.2596 0.1 -0.1 1.5
C -1.7926 2.8743 0.8249 0.0 -0.5 -1.1
S -2.1409 3.5582 2.1439 -0.1 0.2 0.0
C -1.5574 -0.4703 0.5121 -0.1 -0.4 -0.2
F -1.7010 -0.3506 1.8717 0.0 0.4 0.3
C -2.8881 -0.6937 -0.1743 -0.2 0.0 -0.6
C -2.9233 -0.4087 -1.6970 -0.4 -0.2 0.6
H 2.1019 -2.8865 1.3850 0.1 -0.2 -0.1
H 0.9849 -1.5545 1.4192 -0.1 0.1 0.2
H 1.3036 -2.3149 -0.1105 0.1 -0.4 -0.2
H 3.0287 -0.4482 1.4821 0.4 0.2 0.1
H 3.7907 -1.5346 0.2991 0.3 -0.1 0.2
H 1.8688 -0.5062 -1.3102 -0.1 -0.2 -0.1
H 3.4727 0.1290 -1.1668 0.1 0.2 -0.2
H 1.7799 1.8906 -1.0175 0.1 0.3 0.0
H 2.8049 1.7875 0.4276 0.0 0.3 0.2
H 0.7467 2.0694 1.2293 -0.1 -0.2 0.6
H -0.1638 0.6076 -1.3973 -0.1 0.0 -0.1
H -0.9335 -1.3496 0.3481 0.3 0.0 -0.2
H -3.6731 -0.1176 0.3005 0.1 0.3 0.3
H -3.1504 -1.7326 -0.0190 0.0 -0.2 0.2
H -3.4930 0.4929 -1.8772 0.2 0.3 -0.2
H -3.4651 -1.2074 -2.1840 0.0 -0.2 -0.2
H -1.9525 -0.3526 -2.1722 0.2 0.0 -0.1

No. 2
16
Properties=species:S:1:pos:R:3:forces:R:3 method="wB97M-V/def2-TZVPD" orbital_gap_ev=9.79 largest_force_ev_per_a=0.5 total_charge=0 mol_weight_g_mol=95.14 e_above_lowest_ev=6.073
C 1.4914 -2.1735 2.2862 0.1 -0.1 0.0
C 0.6105 -1.2387 1.5861 -0.3 0.3 -0.2
C -0.1222 -0.4779 1.0058 0.3 -0.3 0.3
C -0.9713 0.4570 0.2621 -0.1 0.0 0.0
C -0.1498 1.3276 -0.6785 0.1 0.0 0.2
C 0.4269 0.7630 -1.9344 0.0 -0.3 0.3
N -0.9675 1.9209 -1.7435 0.0 0.2 -0.1
H 2.4409 -1.6958 2.5482 -0.1 -0.1 0.0
H 1.7130 -3.0422 1.6579 0.0 0.1 0.1
H 1.0246 -2.5316 3.2092 0.1 0.1 -0.1
H -1.5276 1.0988 0.9569 0.1 -0.1 -0.1
H -1.7160 -0.0910 -0.3288 0.1 0.1 0.1
H 0.4756 2.0417 -0.1376 -0.1 -0.1 -0.1
H -0.1508 -0.1664 -2.1064 0.0 0.1 0.0
H -0.3741 1.5074 -2.6956 -0.1 0.2 -0.2
H -0.5823 2.8610 -1.8840 -0.1 -0.1 0.0

No. 3
18
Properties=species:S:1:pos:R:3:forces:R:3 method="wB97M-V/def2-TZVPD" smiles="C=C(C)CO.C" orbital_gap_ev=9.64 largest_force_ev_per_a=0.9 total_charge=0 mol_weight_g_mol=88.15 e_above_lowest_ev=1.740
C 1.2681 -1.2769 0.8529 0.3 -0.1 0.1
C -0.3447 0.7615 -0.0429 -0.3 0.6 -0.1
C 0.3782 1.7881 0.4023 -0.3 0.1 -0.2
C -1.4496 0.1398 0.7663 -0.1 0.1 0.0
C -0.1272 0.2507 -1.4522 0.1 0.5 0.0
O -0.6695 -1.0426 -1.6530 -0.1 0.0 -0.2
H 2.3076 -1.4592 0.5891 0.1 -0.4 0.2
H 0.6145 -1.8082 0.1509 0.2 0.3 0.2
H 1.0255 -1.5778 1.8735 0.3 -0.2 -0.1
H 1.1338 -0.1967 0.7987 0.2 -0.9 0.1
H 1.1910 2.2085 -0.1865 -0.2 0.0 0.1
H 0.2183 2.1972 1.3957 0.0 0.0 -0.1
H -1.2552 0.2191 1.8412 0.0 0.1 -0.2
H -2.3633 0.6936 0.5386 -0.2 -0.1 0.1
H -1.6209 -0.9106 0.5152 0.1 0.2 0.0
H -0.6385 0.9776 -2.0936 0.1 -0.1 -0.2
H 0.9467 0.2668 -1.6977 -0.2 0.0 0.1
H -0.6148 -1.2309 -2.5983 -0.1 0.0 0.2

No. 4
133
Properties=species:S:1:pos:R:3:forces:R:3 method="wB97M-V/def2-TZVPD" smiles="CCCCCCCCCCCCCCCCCC[C@@H]1C[C@H](CCCCC)COS1(=O)=O.O=C1c2ccccc2C(=O)c2ccccc21.O=C1c2ccccc2C(=O)c2ccccc21" orbital_gap_ev=8.81 largest_force_ev_per_a=1.9 total_charge=0 mol_weight_g_mol=875.22
C 4.3345 -3.6977 5.8386 -0.4 0.1 -0.5
C 3.9053 -3.7132 4.3553 0.2 0.2 1.0
C 5.1106 -3.6146 3.4433 -0.2 -0.5 -0.4
C 4.7970 -3.5010 1.9444 -0.3 0.2 0.5
C 3.6847 -2.5229 1.5914 0.5 0.4 -0.1
C 4.1072 -1.0480 1.6282 -1.0 -0.5 -0.7
C 2.8785 -0.1432 1.5193 0.1 0.1 0.6
C 2.0206 -0.0716 2.7984 -0.1 0.6 -0.3
C 0.5266 0.1979 2.5445 -0.1 -0.1 0.5
C -0.3843 -1.0071 2.7903 0.7 0.1 -0.2
C 0.0520 -2.2576 2.0346 -1.0 -0.2 0.4
C -1.0830 -3.2134 1.6468 0.5 0.3 -0.8
C -0.4739 -4.4288 0.9205 -0.5 -0.3 0.6
C -0.4181 -5.7507 1.7211 0.6 0.7 0.4
C -0.3350 -5.6030 3.2545 -0.7 -0.4 0.3
C -1.7093 -5.8134 3.9725 1.0 0.7 -0.2
C -2.0886 -4.7507 5.0234 -0.4 -0.8 -0.1
C -3.6200 -4.7746 5.2621 0.5 0.2 0.3
C -4.4011 -3.4652 5.2079 0.4 0.3 -0.5
C -3.9816 -2.4397 4.1703 -0.4 1.1 0.6
C -4.8776 -1.1934 4.3473 -0.4 -0.9 -0.6
C -4.9146 -0.3567 3.0623 -0.1 0.1 0.2
C -6.1625 -0.5561 2.1899 0.4 -0.3 0.2
C -6.5928 -2.0145 1.9403 -0.3 0.3 -0.7
C -6.2804 -2.5333 0.5109 0.2 -0.8 0.8
C -5.4511 -3.8297 0.5270 -0.1 0.2 -0.1
C -4.4677 -0.3968 5.5649 0.2 0.8 -0.6
O -3.8771 -1.1734 6.6238 -0.4 -0.5 -0.4
S -4.4760 -2.6363 6.8184 -0.2 -1.4 1.2
O -5.8365 -2.6197 7.2504 -0.7 0.9 -0.6
O -3.5985 -3.3042 7.7181 1.1 0.2 0.0
H 5.3312 -4.1103 5.9460 0.2 0.0 0.2
H 4.2976 -2.6786 6.2082 0.3 0.2 0.2
H 3.6416 -4.2650 6.4494 -0.1 -0.2 0.2
H 3.3251 -4.6203 4.1952 0.0 -0.1 -0.4
H 3.2466 -2.8608 4.2232 -0.3 0.0 -0.2
H 5.7708 -2.8132 3.7720 0.0 0.2 0.1
H 5.6694 -4.5408 3.5736 0.3 0.0 0.1
H 5.7129 -3.2037 1.4363 0.1 -0.1 -0.3
H 4.4987 -4.4782 1.5735 0.1 -0.3 -0.1
H 2.8200 -2.6499 2.2252 -0.2 -0.3 0.2
H 3.3613 -2.7415 0.5747 -0.2 0.0 -0.2
H 4.6900 -0.8176 2.5157 0.2 0.1 0.1
H 4.6770 -0.8844 0.7178 0.6 0.2 0.1
H 2.2463 -0.4247 0.6781 0.1 -0.3 -0.2
H 3.2252 0.8661 1.3088 -0.1 0.2 -0.2
H 2.1491 -0.9349 3.4482 0.0 -0.3 -0.1
H 2.3929 0.7781 3.3653 0.2 0.0 0.3
H 0.3840 0.6124 1.5495 0.0 -0.1 -0.3
H 0.1898 0.9704 3.2338 0.0 0.2 0.0
H -0.3157 -1.2295 3.8549 -0.3 0.0 0.2
H -1.4054 -0.7218 2.5605 -0.3 -0.1 -0.1
H 0.7185 -2.8159 2.6840 0.5 -0.1 -0.1
H 0.5655 -2.0140 1.1106 0.3 0.1 -0.1
H -1.7157 -2.6875 0.9291 -0.2 0.1 0.1
H -1.7186 -3.4817 2.4803 -0.1 -0.1 0.3
H 0.5427 -4.1505 0.6565 0.1 0.0 -0.2
H -1.0308 -4.6093 0.0067 0.1 -0.1 -0.3
H 0.4930 -6.2494 1.4070 0.0 -0.4 -0.2
H -1.2685 -6.3822 1.4962 -0.1 -0.2 -0.2
H 0.3349 -6.3767 3.6218 0.2 0.1 0.1
H 0.0742 -4.6471 3.5654 0.2 0.2 -0.1
H -1.6404 -6.7623 4.4900 -0.4 -0.4 -0.1
H -2.4734 -5.8644 3.2050 -0.3 -0.1 -0.1
H -1.6765 -3.7776 4.7780 -0.1 0.2 -0.2
H -1.6138 -5.0577 5.9482 0.2 0.3 0.3
H -4.0932 -5.4286 4.5371 0.0 -0.1 -0.3
H -3.7802 -5.2412 6.2263 -0.3 -0.1 0.2
H -5.4313 -3.7106 4.9747 -0.3 0.0 0.3
H -4.1004 -2.7818 3.1528 0.2 -0.4 -0.2
H -2.9677 -2.0958 4.3293 0.5 -0.2 -0.2
H -5.8847 -1.5791 4.5150 -0.2 0.1 0.1
H -4.8463 0.6959 3.3326 0.0 0.2 -0.1
H -4.0373 -0.5793 2.4581 0.3 0.0 0.0
H -6.9821 0.0255 2.6019 -0.1 0.0 0.1
H -5.9262 -0.1324 1.2191 -0.1 0.3 -0.2
H -6.1785 -2.7246 2.6472 0.1 0.1 0.3
H -7.6684 -2.0618 2.0735 -0.2 -0.1 0.1
H -7.2254 -2.7988 0.0520 -0.1 0.3 -0.5
H -5.7730 -1.7839 -0.0839 0.0 0.3 -0.1
H -4.7876 -3.8866 1.3860 0.2 0.1 0.1
H -6.1154 -4.6845 0.5727 0.0 -0.3 0.1
H -4.8378 -3.9279 -0.3626 0.0 -0.1 -0.2
H -3.6998 0.3090 5.2588 0.3 0.0 0.2
H -5.2993 0.2069 5.9155 -0.2 -0.1 0.4
C -0.9087 -1.3100 -3.5815 0.0 0.0 0.0
C 0.1403 -1.8405 -2.8376 -0.1 0.0 0.0
C 1.4224 -1.3418 -2.9888 -0.1 -0.1 0.1
C 1.6653 -0.3162 -3.8929 -0.1 0.1 -0.1
C 0.6170 0.2013 -4.6563 0.1 0.0 0.0
C -0.6711 -0.2925 -4.4896 -0.1 -0.1 0.0
C 0.8628 1.2701 -5.6646 -0.2 0.1 -0.2
O -0.0503 1.7246 -6.3233 0.0 0.0 0.0
C 2.2565 1.7604 -5.8465 0.1 -0.1 0.1
C 2.5182 2.7166 -6.8190 0.0 0.1 -0.1
C 3.8056 3.1944 -6.9902 0.1 0.0 0.0
C 4.8379 2.7251 -6.1847 -0.1 0.0 0.0
C 4.5853 1.7665 -5.2182 0.1 0.1 0.0
C 3.2972 1.2745 -5.0504 -0.1 0.0 0.0
C 3.0479 0.2219 -4.0284 0.2 -0.1 0.2
O 3.9463 -0.1922 -3.3250 0.0 0.0 0.0
H -1.9121 -1.6957 -3.4548 0.0 0.0 0.0
H -0.0452 -2.6442 -2.1357 0.0 0.0 0.0
H 2.2390 -1.7485 -2.4075 0.1 0.1 0.0
H -1.4824 0.1192 -5.0740 0.1 0.1 -0.1
H 1.7144 3.0842 -7.4419 -0.1 0.0 0.1
H 4.0050 3.9385 -7.7500 0.0 0.0 0.0
H 5.8422 3.1066 -6.3148 0.0 0.0 0.0
H 5.3862 1.3959 -4.5935 -0.1 -0.1 0.0
C -1.1734 6.5779 -5.3374 0.0 0.0 0.0
C -1.5179 7.6802 -4.5615 0.0 0.0 0.0
C -0.7167 8.8092 -4.5617 -0.1 0.0 0.1
C 0.4400 8.8379 -5.3302 0.1 -0.1 -0.1
C 0.7968 7.7235 -6.0926 0.0 0.1 0.1
C -0.0191 6.5987 -6.1006 -0.1 -0.1 0.0
C 2.0548 7.7142 -6.8880 0.0 -0.2 -0.1
O 2.3591 6.7456 -7.5535 0.1 0.0 0.0
C 2.9311 8.9168 -6.8384 -0.1 0.1 0.1
C 4.1364 8.9092 -7.5289 0.1 0.0 -0.1
C 4.9552 10.0247 -7.5024 0.0 0.0 0.0
C 4.5700 11.1573 -6.7924 0.0 -0.1 0.0
C 3.3724 11.1691 -6.0986 0.1 0.1 0.0
C 2.5529 10.0476 -6.1114 0.0 -0.1 -0.1
C 1.2830 10.0654 -5.3327 -0.1 0.2 0.1
O 0.9472 11.0528 -4.7125 0.0 0.0 0.0
H -1.8052 5.6994 -5.3420 0.0 0.0 0.0
H -2.4151 7.6574 -3.9569 0.0 0.0 0.0
H -0.9843 9.6693 -3.9636 0.1 0.1 0.0
H 0.2536 5.7413 -6.7004 0.1 0.0 0.0
H 4.4316 8.0288 -8.0830 -0.1 0.0 0.0
H 5.8959 10.0150 -8.0372 0.0 0.0 0.0
H 5.2086 12.0308 -6.7785 0.0 0.0 0.0
H 3.0718 12.0461 -5.5422 -0.1 -0.1 0.0

No. 5
32
Properties=species:S:1:pos:R:3:forces:R:3 method="wB97M-V/def2-TZVPD" orbital_gap_ev=3.60 largest_force_ev_per_a=3.5 total_charge=-1 mol_weight_g_mol=794.00 e_above_lowest_ev=0.188
Ba -12.1363 1.0179 5.1240 0.8 2.1 -0.9
Se -10.8947 1.8932 7.8560 -0.8 -0.4 0.6
Se -9.0095 2.1183 6.3491 -1.2 -0.5 0.9
Te -9.8670 4.0884 5.0720 0.1 -0.2 -0.1
Se -7.8214 2.9503 4.1607 1.0 0.6 -1.8
Se -12.1426 -2.2829 7.1177 -0.9 0.6 -0.3
N -13.0999 -0.8743 6.5018 -1.4 -0.9 2.7
C -14.0943 -0.6298 7.4301 0.8 -1.9 -0.7
C -15.0575 0.4473 7.4208 0.4 1.0 0.7
C -15.9598 0.4759 8.4712 1.5 -0.8 -1.3
C -15.9516 -0.5397 9.4770 -1.8 1.4 0.4
C -15.1630 -1.6392 9.4498 -0.9 0.2 1.3
C -14.1953 -1.7068 8.4709 2.7 -0.1 -2.2
N -13.2242 -2.6790 8.4416 -1.3 1.7 -0.2
H -14.9378 1.3659 6.7758 -0.3 -1.5 0.4
H -16.7017 1.2506 8.5313 0.0 0.3 0.1
H -16.6860 -0.2263 10.2560 0.7 -1.3 -0.2
H -15.1947 -2.4220 10.1914 -0.1 0.1 0.2
F -12.8614 5.6986 2.3975 0.5 0.4 -0.7
C -13.4997 4.5253 2.5978 -0.2 -0.4 0.4
C -14.3889 4.5233 3.6697 0.8 0.2 0.3
C -15.0630 3.3713 3.9680 -0.2 0.3 0.6
C -14.7142 2.1087 3.4255 0.2 0.1 -0.7
C -15.1724 0.8857 3.8744 0.7 -1.6 0.3
C -13.7735 2.1580 2.3680 1.9 -0.6 -1.4
C -13.2066 3.3732 1.8690 -0.5 -0.1 0.8
H -14.4098 5.3507 4.4199 -0.3 -0.3 -1.3
H -15.8410 3.5176 4.6974 -0.2 -0.6 0.5
H -14.8409 -0.0550 3.3736 -0.5 0.8 0.3
H -15.7928 0.8108 4.7380 -0.5 -0.1 0.3
H -13.4036 1.1231 1.9797 -0.8 2.0 0.2
H -12.5515 3.4758 0.9829 -0.3 -0.4 0.8

No. 6
26
Properties=species:S:1:pos:R:3:forces:R:3 method="wB97M-V/def2-TZVPD" orbital_gap_ev=8.99 largest_force_ev_per_a=3.8 total_charge=0 mol_weight_g_mol=181.26 e_above_lowest_ev=3.419
C 0.7633 -1.2850 1.4078 0.0 -1.4 -2.7
C 1.4336 -1.3667 -1.2507 -1.8 1.2 -0.8
C -0.5805 1.3006 1.0692 3.2 1.8 0.7
C -0.1009 1.6383 -1.3411 0.8 -0.1 -0.2
C -1.6325 -0.0532 -0.6297 1.4 -0.5 -1.0
C 1.2188 -0.6450 0.0564 -1.3 0.0 1.0
N -0.4370 0.7526 -0.2850 0.4 -1.9 3.1
O 2.9174 1.0614 -0.8710 -0.1 -0.8 1.5
O 2.4688 1.1418 1.5404 -0.2 0.3 0.6
O 3.5688 -0.8168 0.6044 0.5 -0.4 0.2
S 2.7076 0.3163 0.3908 0.3 1.9 -2.4
H 1.4714 -2.1248 1.5957 -0.1 0.8 0.0
H -0.2017 -1.8374 1.2870 0.4 0.9 0.4
H 0.8519 -0.5098 2.1425 -0.2 -0.1 0.6
H 2.3968 -1.8241 -0.9471 -0.4 -0.2 -1.1
H 0.5999 -2.0613 -1.5745 1.2 0.4 0.8
H 1.5045 -0.5669 -2.0983 0.5 -1.6 1.6
H -0.8369 0.5508 1.7781 0.0 -0.8 0.3
H 0.4622 1.7919 1.4304 -2.5 -1.1 -1.0
H -1.3555 2.0227 1.1790 -0.7 0.9 -0.5
H 0.8695 2.0442 -1.2004 0.9 0.5 0.4
H 0.0300 0.9196 -2.1190 -0.2 0.3 -1.5
H -0.8111 2.4394 -1.5081 -0.5 -0.1 -0.2
H -1.2360 -1.1046 -0.8825 -1.3 1.6 0.1
H -2.3459 -0.0243 0.1641 -0.2 -0.5 0.7
H -2.1067 0.5225 -1.4347 0.0 -0.9 -0.3

No. 7
63
Properties=species:S:1:pos:R:3:forces:R:3 method="wB97M-V/def2-TZVPD" orbital_gap_ev="8.10 / 9.34" largest_force_ev_per_a=0.6 total_charge=0 s2=6.05 mol_weight_g_mol=555.49 multiplicity=5 e_above_lowest_ev=0.822
Mn 0.1299 0.2016 -0.0085 0.1 0.2 0.0
N -0.1860 -0.5361 3.3276 0.0 0.1 0.0
N 0.2248 -1.8636 3.0763 0.1 -0.1 0.0
C 0.6968 -2.2245 1.8179 -0.3 0.2 -0.1
O 1.2739 -3.2885 1.6848 0.1 -0.1 0.2
O 0.4161 -1.4464 0.8088 -0.1 -0.2 0.6
H 0.6326 0.0561 3.4318 0.1 0.1 0.0
H -0.6767 -0.5456 4.2146 -0.1 0.0 -0.1
H 0.7780 -2.3046 3.7998 0.0 0.0 -0.1
C 6.6568 3.9938 -1.5023 0.0 0.0 0.0
C 5.5306 3.4368 -0.6759 0.0 0.0 0.0
C 5.6044 3.4323 0.7157 0.0 0.0 0.0
C 4.5597 2.9512 1.4843 0.0 0.0 0.0
C 3.4236 2.4430 0.8613 0.1 0.0 0.0
C 3.3300 2.4388 -0.5206 0.0 0.0 0.0
C 4.3801 2.9411 -1.2776 0.0 0.0 0.0
S 2.1784 1.7334 1.9128 -0.2 0.0 0.3
O 2.5279 0.3437 2.1284 0.0 0.1 0.1
O 2.1376 2.5952 3.0698 0.0 0.0 0.0
N 0.7888 1.7403 1.1432 0.1 -0.2 -0.3
C 0.3121 3.0282 0.6530 -0.1 0.1 0.1
C -0.1682 2.8586 -0.7785 -0.1 -0.2 -0.2
O -0.4675 3.7777 -1.4966 0.0 0.1 0.1
O -0.2700 1.5871 -1.1537 0.1 0.3 0.0
H 7.6226 3.7942 -1.0389 0.0 0.0 0.0
H 6.5610 5.0764 -1.6080 0.0 0.0 0.0
H 6.6608 3.5643 -2.5035 0.0 0.0 0.0
H 6.4900 3.8222 1.2035 0.0 0.0 0.0
H 4.6112 2.9690 2.5641 0.0 0.0 0.0
H 2.4583 2.0346 -1.0155 0.0 0.0 0.0
H 4.2959 2.9493 -2.3583 0.0 0.0 0.0
H 1.0690 3.8149 0.6862 0.0 0.0 0.0
H -0.5353 3.3874 1.2474 0.0 0.0 0.0
C -2.9742 1.3107 1.6331 0.1 0.0 0.1
P -3.0018 -0.2132 0.6993 0.0 0.0 -0.1
C -4.4880 -0.2154 -0.2974 0.0 0.0 -0.1
C -3.1339 -1.5742 1.8494 0.0 0.0 0.1
O -1.7956 -0.3330 -0.1992 -0.1 -0.1 -0.1
H -3.8499 1.4044 2.2755 0.0 0.0 0.0
H -2.9399 2.1499 0.9371 0.0 0.0 0.0
H -2.0659 1.3037 2.2388 0.0 0.0 0.1
H -5.3826 -0.1833 0.3235 0.0 0.0 0.0
H -4.4958 -1.1240 -0.8996 0.0 0.0 0.0
H -4.4710 0.6455 -0.9651 0.0 0.0 0.0
H -3.9715 -1.4228 2.5309 0.0 0.0 0.0
H -2.2026 -1.6474 2.4140 0.0 0.0 0.0
H -3.2821 -2.4991 1.2922 0.0 0.0 0.0
C 5.4021 -0.4177 -0.5857 0.0 0.0 0.0
C 4.3063 -0.9630 -1.4909 0.0 0.0 -0.1
S 2.8116 -1.2950 -0.5313 0.0 -0.1 0.1
O 1.8175 -0.2751 -1.1201 -0.1 0.1 -0.1
C 2.3030 -2.8821 -1.1877 -0.2 -0.1 -0.3
C 1.9469 -2.8635 -2.6642 0.1 0.0 0.0
H 6.2219 -0.0288 -1.1898 0.0 0.0 0.0
H 5.7961 -1.1945 0.0687 0.0 0.0 0.0
H 5.0226 0.3905 0.0400 0.1 0.0 0.0
H 4.6035 -1.8811 -1.9983 0.0 0.0 0.0
H 3.9995 -0.2333 -2.2383 0.0 0.0 -0.1
H 1.4549 -3.1486 -0.5560 0.1 0.0 -0.1
H 3.1192 -3.5652 -0.9436 0.0 0.0 0.0
H 1.2648 -2.0428 -2.8825 0.0 0.0 0.0
H 1.4548 -3.7978 -2.9323 0.0 0.0 0.0
H 2.8275 -2.7544 -3.2974 0.0 0.0 0.0

No. 8
15
Properties=species:S:1:pos:R:3:forces:R:3 method="wB97M-V/def2-TZVPD" smiles="C=N/C=C/CC" orbital_gap_ev=9.39 largest_force_ev_per_a=2.7 total_charge=0 mol_weight_g_mol=83.13 e_above_lowest_ev=2.617
C 2.2538 -0.5743 0.7215 -1.2 -2.0 1.2
C 1.2723 0.5771 0.4166 0.4 -1.1 0.5
C -0.0955 0.0522 0.0682 -0.5 -0.5 -1.3
C -0.9914 0.8414 -0.5115 0.8 1.4 -2.2
N -2.2939 0.7222 -1.0745 -0.8 -1.3 1.2
C -2.9948 -0.3170 -0.7686 1.7 1.9 -0.5
H 3.0591 -0.8185 0.0341 0.2 0.8 -0.1
H 1.6860 -1.5342 0.7396 0.1 0.5 -0.3
H 2.5845 -0.6030 1.7662 0.5 0.6 -0.3
H 1.7301 1.0649 -0.4462 -0.5 0.9 0.4
H 1.0998 1.1788 1.3386 0.7 0.1 -1.0
H -0.2604 -1.0175 -0.0029 -0.1 -0.2 1.0
H -0.5687 1.7509 -0.9572 -0.2 0.4 1.1
H -4.0333 -0.2017 -1.0566 -0.1 -1.0 0.0
H -2.4475 -1.1213 -0.2673 -1.1 -0.3 0.2